No. 1
An isolated ion of composition C5H11NO and charge +1. Source: OMol25; level of theory: ωB97M-V with the def2-TZVPD basis set.

CARTESIAN COORDINATES (ANGSTROEM)
C -1.78623 -1.12798 1.30918
C -0.27426 -1.21024 1.09743
C 0.16472 -0.84719 -0.32297
C -0.31568 0.53116 -0.70843
N 0.47209 1.67207 -0.51999
C 1.85079 1.62781 -1.08433
O -1.37371 0.72607 -1.27500
H -2.00046 -1.46205 2.32432
H -2.14965 -0.08677 1.33392
H -2.36501 -1.63431 0.54927
H 0.11481 -2.20416 1.32491
H 0.34043 -0.59735 1.76948
H 1.24727 -0.94106 -0.24789
H -0.35453 -1.47792 -1.03962
H -0.12757 2.38556 -0.96491
H 2.45494 1.11072 -0.34576
H 1.88383 0.91117 -1.91415
H 2.21820 2.62446 -1.28545

Output
Multiplicity   2
LUMO energy (spin up / spin down)   -4.378 / -9.086 eV
ΔE to the lowest compared entry with this formula, charge and spin   41.6 kcal/mol
Total charge   +1

---

No. 2
A 2-piece molecular cluster, C5H11NO2 overall. Source: OMol25; level of theory: ωB97M-V with the def2-TZVPD basis set.

CARTESIAN COORDINATES (ANGSTROEM)
H -0.51615 1.24645 -1.41556
N -0.93812 0.33115 -1.25305
C -0.05149 -0.60139 -1.07234
C 1.35207 -0.56664 -1.65387
C 2.07109 0.75412 -1.56551
O 1.85156 -1.57081 -2.10543
H -0.43881 -1.61695 -0.99659
H 1.92991 1.18387 -0.57547
H 1.66527 1.44315 -2.31135
H 3.13064 0.60311 -1.75901
C -2.01866 -0.42431 1.74558
C -0.81794 0.47448 1.63765
O 0.46276 -0.27853 0.92193
H -2.74489 0.02823 2.42444
H -1.74759 -1.39845 2.15201
H -2.48362 -0.56901 0.77549
H -1.00129 1.38665 1.08116
H -0.35947 0.69296 2.60373
H 0.65473 -1.11809 1.36619

Output
LUMO energy   0.708 eV
ΔE to the lowest compared entry with this formula, charge and spin   69.3 kcal/mol
SMILES string   [H]/N=C\C(C)=O.CCO

---

No. 3
A 2-piece molecular cluster, C5H11NO2 overall. Source: OMol25; level of theory: ωB97M-V with the def2-TZVPD basis set.

CARTESIAN COORDINATES (ANGSTROEM)
O -0.35466 -0.20920 -2.10810
C 0.02503 0.32645 -1.03997
N -0.24585 -0.10995 0.21606
C -0.49920 -1.53734 0.43876
C -0.45868 -1.77603 1.99437
C 0.48905 -0.65545 2.49820
C 0.39004 0.42847 1.50248
H 0.41785 1.30760 -1.07116
H -1.39327 -1.87378 0.04277
H 0.06292 -2.24918 -0.20315
H -0.28678 -2.80362 2.31637
H -1.43875 -1.48918 2.39227
H 1.52780 -1.08180 2.55070
H 0.31294 -0.34624 3.49280
H 1.47224 0.87739 1.35414
H -0.43315 1.23864 1.71955
O 0.45955 2.93168 -3.02417
H 0.80881 2.68869 -2.13857
H 0.15381 2.00467 -3.27299

Output
LUMO energy   0.612 eV
ΔE to the lowest compared entry with this formula, charge and spin   44.9 kcal/mol
SMILES string   O=CN1CCCC1.O

---

No. 4
A 3-piece molecular cluster, C5H11NO2 overall. Source: OMol25; level of theory: ωB97M-V with the def2-TZVPD basis set.

CARTESIAN COORDINATES (ANGSTROEM)
C -1.53037 0.74029 -0.42534
C -0.24738 0.25487 -0.03492
C 0.51766 1.03286 0.83459
C 1.63335 0.27460 1.10531
N 1.54816 -1.02087 0.46881
C 0.44584 -0.94062 -0.31577
H -1.72946 0.60427 -1.45364
H -2.31965 -0.02854 0.05143
H -1.72826 1.84999 -0.35237
H 0.29638 2.09424 1.07424
H 2.48459 0.63248 1.66010
H 2.28733 -1.74697 0.49584
H -0.03830 -1.58582 -1.09537
O -2.05395 -2.54276 1.29949
H -1.49914 -2.37215 0.51824
H -1.84654 -1.93900 1.95389
O 1.00409 1.34916 -2.14314
H 1.89994 1.53740 -2.27001
H 0.87572 1.80657 -1.37139

Output
LUMO energy   0.725 eV
ΔE to the lowest compared entry with this formula, charge and spin   61.2 kcal/mol
SMILES string   Cc1cc[nH]c1.O.O

---

No. 5
A 3-piece molecular cluster, C5H11NO2 overall. Source: OMol25; level of theory: ωB97M-V with the def2-TZVPD basis set.

CARTESIAN COORDINATES (ANGSTROEM)
C -0.82887 1.05417 0.88453
C -0.13713 0.04069 0.01014
C 0.50239 -1.07742 0.67905
C 1.22127 -1.73270 -0.28595
N 1.19465 -1.00599 -1.42329
C 0.45732 0.16476 -1.22882
H -0.55522 2.06864 0.63331
H -1.91264 0.91499 0.80997
H -0.59989 0.96310 1.94381
H 0.34390 -1.36459 1.70285
H 1.61564 -2.73262 -0.18364
H 1.68255 -1.23698 -2.27818
H 0.44945 0.85543 -2.05364
O -2.32330 -2.46295 0.72083
H -2.41149 -1.64810 1.24291
H -1.50499 -2.33080 0.23788
O 0.72357 3.53832 -0.52215
H 0.42938 2.62328 -0.51340
H 1.65342 3.36876 -0.37620

Output
LUMO energy   0.659 eV
ΔE to the lowest compared entry with this formula, charge and spin   34.5 kcal/mol
SMILES string   Cc1cc[nH]c1.O.O

---

No. 6
C5H11NO2 as an isolated structure. Source: OMol25; level of theory: ωB97M-V with the def2-TZVPD basis set.

CARTESIAN COORDINATES (ANGSTROEM)
C -1.25301 0.37303 -0.68566
C 0.55089 0.96662 -0.66596
C -1.93295 0.96124 0.50548
C 1.89550 0.54089 -0.09944
C -0.38837 -0.80120 -0.64020
N 0.52772 -2.29752 1.06022
O -0.52890 -1.42953 0.80009
O 0.01211 -1.49540 -1.57390
H -1.79347 0.46912 -1.62936
H 1.22871 -1.92897 1.70260
H 0.31419 -3.20253 0.64446
H 0.66525 1.17649 -1.73315
H 0.32247 1.92948 -0.20363
H -2.03248 2.04816 0.38670
H -1.39024 0.78979 1.43559
H -2.92986 0.52017 0.61368
H 2.62454 1.33843 -0.27638
H 2.27625 -0.33992 -0.61920
H 1.83164 0.38163 0.97807

Output
LUMO energy   0.799 eV
ΔE to the lowest compared entry with this formula, charge and spin   122.1 kcal/mol

---

No. 7
A 2-piece molecular cluster, C5H11NO2 overall. Source: OMol25; level of theory: ωB97M-V with the def2-TZVPD basis set.

CARTESIAN COORDINATES (ANGSTROEM)
C 2.69207 -0.32296 0.17224
C 1.75880 0.80132 -0.14693
N 1.00999 1.32687 0.76922
O 0.26297 2.36617 0.20328
H 2.58964 -1.09973 -0.58963
H 3.71778 0.05415 0.14964
H 2.47613 -0.74245 1.15764
H 1.76675 1.18010 -1.18421
H -0.15140 2.77533 0.98592
C -2.00349 0.11686 -1.13195
C -1.13489 -0.89924 -0.44074
C -1.46804 -1.23043 0.98919
O -0.25378 -1.50644 -1.05138
H -1.43709 0.59019 -1.93869
H -2.88835 -0.37781 -1.53848
H -2.30685 0.89643 -0.42836
H -0.58891 -1.65756 1.47942
H -2.29140 -1.94783 1.01408
H -1.75001 -0.32305 1.52974

Output
LUMO energy   0.874 eV
ΔE to the lowest compared entry with this formula, charge and spin   59.7 kcal/mol
SMILES string   C/C=N/O.CC(C)=O

---

No. 8
A 2-piece molecular cluster, C5H11NO2 overall. Source: OMol25; level of theory: ωB97M-V with the def2-TZVPD basis set.

CARTESIAN COORDINATES (ANGSTROEM)
C 1.40215 -0.57886 -1.40753
C 0.69849 0.05710 -0.48016
N 0.40061 1.39989 -0.58199
C 0.24048 -0.65061 0.75595
C 0.29610 0.15941 2.05112
C -0.89702 1.06299 2.22954
O -0.83225 2.19958 2.62672
H 1.84590 -0.07724 -2.25729
H 1.70615 -1.61993 -1.40459
H 0.44028 1.84612 -1.48215
H -0.08660 1.87094 0.15617
H 0.66665 -1.65228 0.82349
H -0.80991 -0.91636 0.56411
H 1.25133 0.65157 2.16476
H 0.16054 -0.53364 2.88798
H -1.88650 0.59435 2.07193
O -1.21339 -1.05543 -3.09923
H -1.21921 -1.87450 -2.58291
H -2.16378 -0.88309 -3.03592

Output
LUMO energy   0.605 eV
ΔE to the lowest compared entry with this formula, charge and spin   45.1 kcal/mol
SMILES string   C=C(N)CCC=O.O

---

No. 9
C5H11NO2 as an isolated structure. Source: OMol25; level of theory: ωB97M-V with the def2-TZVPD basis set.

CARTESIAN COORDINATES (ANGSTROEM)
C 1.94577 -1.62949 -0.71117
C 0.62004 0.94583 -0.08764
O 1.46440 -0.90266 0.40615
N 0.84425 1.23714 -1.31623
H 1.34675 2.11890 -1.42603
H 1.06928 1.50958 0.73872
H 3.03204 -1.52139 -0.76590
H 1.47463 -1.27974 -1.63623
H 1.69608 -2.68704 -0.58770
C -1.12754 0.64393 1.72936
C -1.74692 0.09303 -0.67236
C -0.65544 0.06569 0.39264
O -0.16526 -1.21058 0.55253
H -0.33492 0.57637 2.47880
H -1.38585 -0.35402 -1.60081
H -2.60846 -0.49547 -0.34367
H -1.41965 1.69205 1.61576
H -1.98375 0.07869 2.10750
H -2.06544 1.11918 -0.87371

Output
LUMO energy   -0.210 eV
ΔE to the lowest compared entry with this formula, charge and spin   127.0 kcal/mol

---

No. 10
A 2-piece molecular cluster, C5H11NO2 overall. Source: OMol25; level of theory: ωB97M-V with the def2-TZVPD basis set.

CARTESIAN COORDINATES (ANGSTROEM)
C -1.22042 0.67636 1.33456
C -0.61021 -0.11050 0.18279
C -1.28207 -1.38823 -0.31118
C -0.58414 0.76162 -1.11383
C 0.86270 -0.34879 0.32361
O 1.69485 -1.05967 -0.18050
H -2.18096 0.15546 1.51640
H -1.18979 1.69548 0.99006
H -0.68210 0.65487 2.34020
H -0.66820 -2.08727 -0.77552
H -1.79299 -1.87221 0.48522
H -2.09641 -1.15062 -1.07779
H -0.20523 0.10741 -1.87041
H 0.04165 1.59582 -0.79689
H -1.52577 1.40948 -1.42222
H 1.36624 0.60020 0.61676
N 3.22083 -0.01521 -0.49192
O 2.98560 0.98339 0.27181
H 3.86641 -0.60761 -0.02113

Output
LUMO energy   0.337 eV
ΔE to the lowest compared entry with this formula, charge and spin   142.0 kcal/mol
SMILES string   CC(C)(C)C=O.N=O

---

No. 11
A 2-piece molecular cluster, C5H11NO2 overall. Source: OMol25; level of theory: ωB97M-V with the def2-TZVPD basis set.

CARTESIAN COORDINATES (ANGSTROEM)
C -1.51049 0.23040 0.93398
N -2.18879 1.15698 0.04161
C -1.37753 2.02343 -0.64422
O 2.36227 -0.80932 1.46618
O -1.65450 2.43977 -1.74482
C -0.10462 -0.12024 0.77678
C 0.00324 -0.83954 -0.60585
C 1.43237 -1.20348 -0.92172
H 3.05987 -1.02010 2.10266
H -1.94033 0.28076 1.91654
H -2.79937 0.67606 -0.62268
H -0.62269 2.54388 -0.02200
H 0.56461 0.76126 0.78143
H 0.36145 -0.77635 1.52129
H -0.35213 -0.06908 -1.31041
H -0.73998 -1.63697 -0.69117
H 1.93379 -0.24931 -1.13323
H 1.99882 -1.55109 -0.03763
H 1.57400 -1.83705 -1.80675

Output
LUMO energy   -3.537 eV
ΔE to the lowest compared entry with this formula, charge and spin   168.6 kcal/mol

---

No. 12
One molecule with the formula C5H11NO2. Source: OMol25; level of theory: ωB97M-V with the def2-TZVPD basis set.

CARTESIAN COORDINATES (ANGSTROEM)
C -0.17215 -1.96226 -0.35212
C -0.03068 -0.44266 -0.86557
C -1.03526 -0.16864 -1.81043
C -0.09593 0.51948 0.34266
N 1.22507 0.83630 0.81785
C 1.50192 1.62134 1.93585
O 2.57063 2.35310 2.01902
O 0.59053 1.77301 2.86112
H -0.26590 -2.63592 -1.48290
H -1.18198 -2.21654 0.01132
H 0.66991 -2.20226 0.09501
H 0.71771 -0.48222 -1.49218
H -0.98217 1.00568 -2.05356
H -2.29937 -0.16559 -1.46370
H -1.29859 -0.88419 -2.67563
H -0.60484 0.00956 1.15289
H -0.92521 1.09638 0.19631
H 1.93937 0.88608 0.11750
H -0.32307 1.05935 2.64655

Output
LUMO energy   0.181 eV
ΔE to the lowest compared entry with this formula, charge and spin   111.5 kcal/mol
SMILES string   CC(C)CNC(=O)O

---

Number 1: DFT total energy -326.75780 Ha. Number 2: DFT total energy -402.26766 Ha. Number 3: DFT total energy -402.30662 Ha. Number 4: DFT total energy -402.28060 Ha. Number 5: DFT total energy -402.32310 Ha. Number 6: DFT total energy -402.18358 Ha. Number 7: DFT total energy -402.28308 Ha. Number 8: DFT total energy -402.30623 Ha. Number 9: DFT total energy -402.17570 Ha. Number 10: DFT total energy -402.15191 Ha. Number 11: DFT total energy -402.10944 Ha. Number 12: DFT total energy -402.20041 Ha.